# 1
Here is a molecular structure, C7H19F3I2N4O4Si2 at a distorted geometry from the OMol25 dataset. Energies are from ωB97M-V/def2-TZVPD.

Properties
- Orbital gap: 0.3518 hartree
- LUMO: -0.0039 hartree
- Net charge: 0
- DFT total energy: -61831.191 eV
- Max |F|: 0.0247 Eh/bohr
- M: 590.23 g mol⁻¹
- Relative energy (zero: lowest compared OMol25 entry of this formula, charge and spin): 21.7 kJ/mol
- HOMO energy: -9.6777 eV

Geometry as XYZ:
```
41
Properties=species:S:1:pos:R:3:forces:R:3
C -4.11389 -0.64895 -3.68618 0.1 -0.4 0.2
C -2.99918 -1.67681 -3.48454 -0.1 0.4 -0.3
I -3.33139 -2.71958 -1.63086 0.2 -0.1 0.1
C -1.58501 -1.12638 -3.57353 -0.1 0.5 0.1
I -1.39262 -0.17816 -5.52814 0.1 -0.2 0.0
Si -1.09379 0.18196 -2.27744 0.3 0.5 -0.2
O 0.30452 -0.20855 -1.43329 -1.1 -0.6 0.2
Si 0.35226 -1.41836 -0.28196 0.6 0.0 0.0
C -0.45793 -0.96338 1.35537 0.2 -0.2 -0.2
O -1.84670 -0.63159 1.23986 -0.2 0.4 -0.1
C -2.38857 -0.07785 2.33513 -0.3 0.1 0.0
F -2.38258 -0.92301 3.38332 -0.1 0.2 -0.1
F -3.66716 0.24584 2.05703 0.9 -0.1 0.2
F -1.73145 1.03887 2.73344 -0.4 -0.4 -0.2
H -4.97637 -0.93146 -3.10883 -0.4 0.0 0.2
H -3.81910 0.34890 -3.40317 0.1 0.4 0.2
H -4.41875 -0.64369 -4.71863 0.0 0.2 -0.5
H -3.09358 -2.43812 -4.23874 -0.1 -0.5 -0.1
H -0.86246 -1.92404 -3.62937 0.2 -0.3 0.1
H -2.23176 0.41440 -1.36874 0.0 -0.1 0.1
H -0.78298 1.45564 -2.94352 0.1 0.0 0.0
H 1.77159 -1.64591 0.04650 0.0 0.1 0.1
H -0.19000 -2.68803 -0.78893 -0.1 0.1 -0.1
H -0.35700 -1.84013 1.98868 0.1 -0.3 0.2
H 0.11248 -0.17134 1.82715 0.0 0.3 0.1
C 2.62028 2.51301 0.08357 -0.1 0.2 0.0
O 3.39562 1.67257 -0.34706 -0.1 0.0 0.1
N 3.05198 3.66910 0.67454 0.0 -0.1 -0.1
N 1.26417 2.34638 0.03709 0.1 -0.1 0.0
H 2.43508 4.36424 1.04683 0.0 0.0 0.0
H 4.04143 3.81099 0.73647 0.1 0.0 0.0
H 0.92261 1.49314 -0.37217 0.0 0.1 -0.2
H 0.61309 3.01366 0.40391 0.0 0.0 0.0
C 3.19002 -0.07052 3.65629 0.0 0.0 0.0
O 2.80478 0.84615 4.36180 0.0 -0.1 0.0
N 3.56820 -1.28335 4.17889 -0.1 0.1 -0.1
N 3.27170 0.03266 2.29615 -0.2 -0.1 0.3
H 3.89298 -2.04893 3.62194 0.0 0.0 0.0
H 3.51984 -1.38773 5.17310 0.0 0.0 0.1
H 3.00867 0.90518 1.88206 0.1 0.1 -0.1
H 3.58097 -0.70682 1.69600 0.1 0.0 -0.1
```
Positions in Å, forces in eV/Å.


# 2
Here is a gas-phase ion, C5H11N2O (charge +1) at a distorted geometry from the OMol25 dataset. Energies are from ωB97M-V/def2-TZVPD.

Properties
- Orbital gap: 0.3624 hartree
- LUMO: -0.1193 hartree
- Net charge: +1
- SMILES string: C[NH2+][C@H]1C=C(C)ON1
- DFT total energy: -10380.278 eV
- Max |F|: 0.0987 Eh/bohr
- M: 115.16 g mol⁻¹
- Relative energy (zero: lowest compared OMol25 entry of this formula, charge and spin): 514.0 kJ/mol
- HOMO energy: -13.1094 eV

Geometry as XYZ:
```
19
Properties=species:S:1:pos:R:3:forces:R:3
C -1.03127 -0.89102 1.35513 -1.8 2.4 -0.2
N -1.59949 -1.21122 0.00483 1.0 -2.5 -1.2
C -0.45866 -0.80873 -1.08121 -0.2 4.0 0.1
C -0.15808 1.02603 -0.97636 -0.5 -5.0 0.8
C 1.05422 1.01427 -0.40803 0.5 -0.8 -1.0
C 1.77761 2.19244 0.25985 -1.6 -0.5 -2.2
O 1.71899 -0.21696 -0.41066 -1.0 0.5 0.5
N 0.73269 -1.29884 -0.61930 -0.2 3.5 1.8
H -0.41104 0.01044 1.19056 -0.5 -0.5 0.5
H -1.87668 -0.67648 2.02219 0.4 0.0 -0.1
H -0.44775 -1.67508 1.72896 0.7 -1.2 0.3
H -2.57326 -0.95143 -0.27515 1.1 0.4 0.7
H -1.59382 -2.27553 -0.04026 -0.3 1.5 -0.1
H -0.75198 -1.14777 -2.05751 -0.6 -0.2 -0.2
H -1.04150 1.62875 -0.86603 0.2 0.4 -0.3
H 2.78575 1.92210 0.54083 0.1 0.4 0.0
H 1.08495 2.31678 1.06418 0.2 0.6 1.2
H 1.61767 3.09240 -0.41989 0.8 -1.1 0.9
H 1.17165 -2.05015 -1.01213 1.6 -1.9 -1.6
```
Positions in Å, forces in eV/Å.


# 3
Here is a single C3H8N2O2 molecule at a distorted geometry from the OMol25 dataset. Energies are from ωB97M-V/def2-TZVPD.

Properties
- Orbital gap: 0.3942 hartree
- LUMO: 0.0284 hartree
- Net charge: 0
- SMILES string: CCN(C)[N+](=O)[O-]
- DFT total energy: -10311.189 eV
- Max |F|: 0.1138 Eh/bohr
- M: 104.11 g mol⁻¹
- Relative energy (zero: lowest compared OMol25 entry of this formula, charge and spin): 556.1 kJ/mol
- HOMO energy: -9.9546 eV

Geometry as XYZ:
```
15
Properties=species:S:1:pos:R:3:forces:R:3
C -1.06793 -1.14332 0.44679 1.9 1.7 2.6
C 0.34574 -0.51106 0.67104 -0.7 -2.6 -1.4
N 0.99829 -0.12110 -0.57721 -1.0 5.7 -0.9
C 0.86812 1.41010 -1.07735 2.2 -3.4 0.6
N 1.53722 -0.92264 -1.46832 0.4 -0.7 -0.7
O 2.12037 -0.42558 -2.44433 -0.4 -0.1 0.7
O 1.42007 -2.12035 -1.29203 0.0 -0.7 0.4
H -1.24172 -1.73073 -0.35681 0.3 -2.4 -2.4
H -1.50520 -1.52929 1.34700 0.2 -0.6 0.6
H -1.65308 -0.33447 0.25685 -2.1 2.6 -0.6
H 0.29639 0.20514 1.50262 0.5 0.3 -0.9
H 1.02652 -1.27949 0.89762 0.6 -1.3 1.5
H 1.01050 1.37475 -2.20781 -0.8 0.4 1.8
H -0.00311 1.69555 -0.53138 -0.9 0.7 -0.5
H 1.74319 1.85390 -0.57826 -0.3 0.3 -0.6
```
Positions in Å, forces in eV/Å.